{"formula": "C37H53IrN2O4P", "method": "ωB97M-V/def2-TZVPD", "symbols": ["Ir", "O", "C", "C", "C", "C", "C", "C", "C", "O", "N", "N", "C", "C", "C", "C", "C", "C", "C", "O", "H", "H", "H", "H", "H", "H", "H", "H", "H", "H", "O", "P", "C", "C", "C", "C", "C", "C", "C", "C", "C", "C", "C", "C", "C", "C", "C", "C", "C", "C", "H", "H", "H", "H", "H", "H", "H", "H", "H", "H", "H", "H", "H", "H", "H", "H", "H", "H", "H", "H", "H", "H", "H", "H", "H", "H", "H", "H", "H", "H", "H", "H", "H", "C", "C", "C", "C", "C", "H", "H", "H", "H", "H", "H", "H", "H", "H", "H"], "coordinates": [[-1.614, 0.411, 0.043], [1.210, 3.562, 1.680], [0.490, 4.664, 1.371], [1.046, 5.906, 1.675], [0.345, 7.067, 1.415], [-0.923, 7.017, 0.842], [-1.478, 5.790, 0.536], [-0.790, 4.605, 0.798], [-1.403, 3.296, 0.501], [-0.614, 2.273, 0.349], [-2.690, 3.201, 0.455], [-3.113, 1.918, 0.230], [-4.335, 1.643, 0.520], [-4.961, 0.375, 0.305], [-6.202, 0.119, 0.909], [-6.796, -1.117, 0.834], [-6.164, -2.127, 0.100], [-4.977, -1.879, -0.551], [-4.329, -0.631, -0.453], [-3.197, -0.424, -1.081], [0.754, 2.793, 1.278], [2.032, 5.929, 2.121], [0.789, 8.025, 1.657], [-1.473, 7.928, 0.649], [-2.455, 5.719, 0.077], [-4.915, 2.426, 1.005], [-6.673, 0.916, 1.476], [-7.724, -1.314, 1.355], [-6.601, -3.117, 0.057], [-4.482, -2.647, -1.134], [0.727, 0.097, -0.275], [1.749, -0.869, -0.840], [1.000, -2.027, -2.085], [-0.316, -1.537, -2.705], [-0.109, -0.588, -3.877], [0.753, -1.256, -4.947], [2.110, -1.668, -4.378], [1.955, -2.581, -3.159], [2.362, -1.891, 0.560], [1.231, -2.477, 1.427], [0.795, -3.900, 1.072], [2.002, -4.822, 0.932], [2.942, -4.291, -0.146], [3.474, -2.907, 0.236], [3.246, -0.036, -1.514], [2.934, 1.203, -2.377], [2.470, 2.400, -1.541], [3.525, 2.760, -0.498], [3.805, 1.555, 0.398], [4.278, 0.368, -0.444], [0.729, -2.851, -1.423], [-0.934, -1.064, -1.945], [-0.873, -2.415, -3.051], [0.367, 0.330, -3.520], [-1.076, -0.304, -4.294], [0.896, -0.588, -5.800], [0.232, -2.147, -5.313], [2.674, -0.775, -4.107], [2.690, -2.194, -5.140], [2.937, -2.786, -2.725], [1.551, -3.542, -3.497], [2.799, -1.088, 1.164], [0.369, -1.807, 1.395], [1.585, -2.486, 2.464], [0.215, -3.905, 0.145], [0.130, -4.266, 1.858], [1.681, -5.837, 0.688], [2.533, -4.864, 1.890], [2.401, -4.242, -1.095], [3.785, -4.972, -0.285], [4.111, -2.527, -0.566], [4.104, -3.026, 1.123], [3.702, -0.800, -2.154], [2.189, 0.978, -3.138], [3.858, 1.475, -2.898], [1.530, 2.151, -1.043], [2.283, 3.251, -2.199], [3.181, 3.601, 0.107], [4.451, 3.063, -1.000], [2.887, 1.290, 0.935], [4.568, 1.803, 1.139], [4.544, -0.476, 0.192], [5.190, 0.661, -0.976], [-1.697, -1.914, 3.707], [-2.007, -0.620, 2.944], [-1.003, 0.468, 3.349], [-3.428, -0.151, 3.315], [-1.958, -0.885, 1.476], [-1.736, -1.724, 4.782], [-0.702, -2.284, 3.455], [-2.426, -2.693, 3.470], [-1.119, 0.727, 4.403], [-1.154, 1.366, 2.747], [0.021, 0.121, 3.183], [-3.497, 0.014, 4.394], [-4.175, -0.892, 3.023], [-3.659, 0.784, 2.804], [-2.440, -1.815, 1.158]], "forces_ev_per_a": [[-2.4, 2.4, 0.8], [0.0, 0.1, 0.0], [-0.1, 0.0, 0.0], [0.1, 0.0, 0.0], [0.0, 0.0, 0.0], [0.0, 0.0, 0.0], [0.0, 0.0, 0.0], [0.2, -0.1, -0.1], [-0.3, -0.2, 0.2], [0.9, -0.8, 0.1], [-0.5, 0.6, 0.1], [1.1, -1.5, 0.1], [-0.2, 0.2, -0.1], [-0.1, -0.2, 0.1], [0.0, 0.1, 0.1], [0.0, -0.1, 0.0], [0.0, 0.1, 0.0], [0.1, -0.1, 0.0], [-0.2, -0.2, -0.1], [1.1, -0.8, 0.4], [0.0, 0.0, -0.1], [0.0, 0.0, 0.0], [0.0, 0.0, 0.0], [0.0, 0.0, 0.0], [0.0, 0.0, 0.1], [0.0, 0.1, -0.2], [0.0, 0.0, 0.0], [0.0, 0.0, -0.1], [0.0, 0.0, -0.1], [0.0, 0.0, 0.0], [-0.1, -0.5, -0.3], [-0.2, -0.3, 0.2], [0.1, 0.1, 0.0], [0.1, 0.2, 0.0], [0.0, -0.2, -0.1], [0.1, 0.1, 0.1], [-0.2, -0.1, 0.0], [0.1, 0.1, 0.1], [0.1, 0.1, -0.1], [-0.1, -0.1, -0.1], [0.1, 0.1, 0.1], [-0.1, 0.0, -0.1], [0.0, 0.1, 0.2], [-0.2, -0.1, -0.2], [0.0, 0.0, 0.0], [-0.2, 0.1, 0.2], [0.2, 0.0, 0.0], [-0.2, 0.0, 0.1], [0.1, 0.0, -0.2], [-0.1, 0.1, 0.1], [0.0, 0.0, 0.0], [-0.1, -0.1, 0.0], [0.0, 0.0, 0.0], [0.0, 0.0, 0.0], [0.0, 0.0, 0.0], [0.0, 0.0, 0.0], [0.0, 0.0, 0.0], [0.0, 0.0, 0.0], [0.0, 0.0, 0.0], [0.0, -0.1, -0.1], [0.0, 0.0, 0.0], [0.0, 0.0, 0.0], [0.0, 0.1, 0.1], [0.0, 0.0, 0.0], [0.0, -0.1, 0.0], [-0.1, 0.0, 0.0], [0.0, 0.0, 0.0], [0.0, -0.1, 0.0], [0.1, -0.1, 0.0], [0.0, 0.0, -0.1], [0.1, 0.0, 0.1], [0.0, 0.1, 0.0], [0.0, 0.0, 0.0], [0.0, 0.0, 0.0], [0.0, -0.1, -0.1], [0.0, 0.1, 0.0], [0.0, 0.0, 0.0], [0.0, 0.0, 0.0], [0.0, 0.0, 0.0], [0.0, 0.0, 0.0], [0.0, 0.0, 0.1], [0.1, 0.0, 0.0], [0.0, 0.0, 0.0], [0.0, 0.0, -0.1], [0.0, 0.4, 0.3], [0.0, -0.1, -0.1], [0.1, -0.1, 0.0], [0.5, 0.5, -1.5], [0.0, 0.0, 0.0], [0.0, 0.0, 0.1], [0.0, 0.0, 0.0], [0.0, 0.0, 0.0], [0.0, 0.0, 0.1], [0.0, 0.0, 0.0], [0.0, 0.0, 0.0], [0.0, 0.0, 0.0], [0.0, 0.0, 0.1], [-0.1, 0.0, 0.0]], "multiplicity": 2, "e_homo_ev": [-6.8, -7.7], "s_squared": 0.8032, "de_lowest_kcal_mol": 38.9, "energy_ha": -2297.8285, "fmax_ha_per_bohr": 0.06766}


{"formula": "C37H53N4O2OsP2", "method": "ωB97M-V/def2-TZVPD", "symbols": ["C", "C", "C", "C", "C", "H", "H", "H", "N", "P", "P", "C", "H", "H", "C", "H", "C", "C", "C", "C", "C", "H", "H", "H", "C", "H", "H", "H", "C", "H", "H", "H", "C", "H", "H", "H", "C", "H", "H", "H", "C", "H", "H", "H", "C", "H", "H", "H", "C", "H", "H", "H", "C", "H", "H", "H", "C", "H", "H", "H", "C", "H", "H", "H", "C", "H", "H", "H", "Os", "C", "O", "N", "C", "C", "C", "C", "C", "H", "C", "H", "C", "H", "H", "H", "N", "C", "O", "C", "C", "C", "N", "C", "C", "H", "H", "H", "H", "H", "H"], "coordinates": [[-1.438, -1.840, -2.172], [0.583, -2.905, -1.410], [-1.649, -2.803, -3.153], [0.334, -3.956, -2.366], [-0.744, -3.897, -3.221], [-2.510, -2.728, -3.823], [1.047, -4.783, -2.415], [-0.903, -4.692, -3.959], [-0.386, -1.892, -1.300], [-2.566, -0.372, -0.153], [2.143, -1.303, 0.150], [-2.419, -0.697, -1.986], [-2.016, 0.230, -2.429], [-3.378, -0.916, -2.481], [1.749, -2.848, -0.636], [2.510, -3.618, -0.803], [3.296, -0.349, -1.089], [3.174, -1.698, 1.712], [-3.515, 1.275, 0.062], [-3.651, -1.859, 0.417], [3.325, 1.150, -0.721], [3.967, 1.337, 0.154], [3.735, 1.734, -1.568], [2.322, 1.534, -0.485], [4.739, -0.878, -1.186], [5.326, -0.689, -0.273], [4.761, -1.958, -1.408], [5.251, -0.358, -2.020], [2.652, -0.573, -2.478], [3.057, 0.169, -3.193], [2.882, -1.583, -2.852], [1.557, -0.480, -2.460], [3.851, -0.419, 2.240], [3.117, 0.396, 2.365], [4.298, -0.628, 3.230], [4.660, -0.065, 1.581], [2.221, -2.222, 2.798], [1.564, -1.424, 3.174], [1.599, -3.051, 2.424], [2.822, -2.596, 3.649], [4.210, -2.809, 1.438], [4.948, -2.540, 0.670], [4.761, -3.018, 2.375], [3.709, -3.742, 1.131], [-4.100, -1.636, 1.876], [-4.574, -2.564, 2.246], [-3.254, -1.406, 2.541], [-4.848, -0.830, 1.955], [-2.819, -3.162, 0.327], [-2.627, -3.448, -0.719], [-1.856, -3.102, 0.848], [-3.411, -3.970, 0.796], [-4.890, -2.076, -0.479], [-5.436, -2.959, -0.098], [-5.589, -1.228, -0.476], [-4.605, -2.299, -1.520], [-2.741, 2.348, -0.733], [-2.735, 2.152, -1.819], [-3.236, 3.324, -0.573], [-1.703, 2.427, -0.377], [-3.448, 1.675, 1.552], [-2.407, 1.684, 1.911], [-3.862, 2.695, 1.666], [-4.033, 1.002, 2.197], [-4.975, 1.248, -0.423], [-5.062, 0.894, -1.465], [-5.613, 0.619, 0.218], [-5.382, 2.276, -0.385], [-0.156, -0.408, 0.333], [-0.551, -1.512, 1.875], [-0.873, -2.083, 2.849], [0.103, 0.923, -1.240], [0.220, 1.654, -2.154], [0.383, 2.491, -3.286], [0.156, 3.887, -3.194], [0.780, 1.919, -4.523], [0.326, 4.690, -4.324], [-0.147, 4.321, -2.237], [0.942, 2.739, -5.642], [0.959, 0.841, -4.583], [0.717, 4.122, -5.548], [0.152, 5.768, -4.251], [1.250, 2.296, -6.594], [0.848, 4.758, -6.429], [2.261, 3.571, 5.969], [1.068, 2.973, 5.729], [0.281, 2.853, 6.658], [0.719, 2.392, 4.395], [1.464, 2.604, 3.228], [1.135, 1.930, 2.035], [0.104, 1.032, 1.954], [-0.646, 0.885, 3.111], [-0.378, 1.550, 4.297], [2.479, 3.918, 6.915], [2.989, 3.655, 5.249], [2.327, 3.254, 3.226], [1.787, 2.123, 1.251], [-1.489, 0.216, 3.173], [-1.004, 1.343, 5.159]], "forces_ev_per_a": [[0.5, 0.4, 0.8], [-1.5, -0.2, -0.8], [0.9, -0.9, 0.0], [0.6, 0.5, 0.7], [-0.8, 0.5, -0.3], [0.4, 0.0, 0.2], [-0.3, 0.3, 0.0], [0.1, 0.3, 0.3], [0.3, 0.0, -0.2], [-1.5, -0.6, -0.7], [1.3, 0.4, 0.5], [0.2, 0.1, 0.2], [-0.1, -0.4, 0.1], [0.4, 0.1, 0.3], [0.1, -0.2, -0.7], [-0.4, 0.2, 0.2], [-0.3, 0.0, -0.5], [-0.2, -0.1, 0.3], [0.4, 0.4, 0.2], [0.3, -0.1, 0.2], [-0.1, 0.1, 0.2], [-0.2, -0.1, -0.4], [-0.2, -0.3, 0.4], [0.4, -0.1, -0.3], [0.1, -0.3, 0.3], [-0.2, -0.1, -0.4], [0.1, 0.4, 0.0], [-0.3, -0.2, 0.4], [-0.1, 0.0, -0.1], [-0.1, -0.4, 0.3], [0.0, 0.4, 0.1], [0.4, 0.0, -0.1], [0.1, 0.2, -0.1], [0.3, -0.3, 0.0], [-0.2, 0.0, -0.4], [-0.3, -0.2, 0.3], [-0.1, 0.0, 0.0], [0.3, -0.2, 0.0], [0.2, 0.2, 0.2], [-0.3, 0.2, -0.4], [0.0, -0.1, -0.3], [-0.3, -0.1, 0.4], [-0.3, 0.1, -0.4], [0.3, 0.3, 0.2], [-0.1, 0.0, 0.1], [0.2, 0.4, -0.2], [-0.3, -0.1, -0.1], [0.3, -0.4, 0.0], [0.0, 0.0, 0.0], [-0.1, 0.0, 0.4], [-0.4, -0.2, -0.2], [0.3, 0.3, -0.2], [-0.1, 0.2, -0.2], [0.3, 0.4, -0.1], [0.3, -0.4, 0.0], [-0.2, 0.0, 0.4], [0.1, 0.1, -0.1], [0.0, 0.1, 0.4], [0.2, -0.4, -0.1], [-0.4, 0.1, -0.1], [0.0, 0.0, 0.1], [-0.6, 0.2, -0.2], [0.2, -0.4, -0.1], [0.2, 0.3, -0.2], [-0.1, -0.4, -0.1], [0.0, 0.2, 0.4], [0.2, 0.3, -0.2], [0.3, -0.4, 0.0], [-0.2, -0.1, 1.4], [-1.1, -2.3, 2.8], [1.3, 2.1, -3.8], [0.4, 2.2, -2.3], [-0.2, -1.7, 2.1], [0.1, 0.6, -0.8], [0.1, -0.2, -0.1], [-0.1, 0.2, 0.1], [0.0, -0.2, 0.1], [0.1, -0.1, -0.4], [0.0, -0.1, 0.2], [-0.1, 0.4, -0.1], [-0.1, -0.2, 0.3], [0.1, -0.5, 0.0], [-0.1, 0.2, 0.4], [-0.1, -0.3, 0.4], [0.0, 0.2, 0.3], [3.4, 0.1, -4.6], [-2.5, -0.4, 2.7], [0.7, 1.3, 2.3], [0.1, -0.8, -1.9], [-0.2, 0.9, 3.5], [-0.4, -0.5, -0.8], [0.5, 1.0, 1.8], [-1.2, -1.5, -1.2], [-0.2, -0.2, -0.9], [-0.8, -0.2, 0.6], [0.0, 0.1, -0.2], [0.6, 0.0, -1.6], [0.0, 0.0, -0.6], [0.0, 0.0, -0.2]], "multiplicity": 5, "e_homo_ev": [-13.7, -16.8], "charge": 3, "s_squared": 6.0596, "de_lowest_kcal_mol": 0.0, "energy_ha": -2583.6240, "fmax_ha_per_bohr": 0.11062}